## P
Below is the molecule C6H7P, with properties calculated with ωB97M-V/def2-TZVPD.

## Properties
- net charge = 0
- spin multiplicity = 1
- HOMO energy (spin up / spin down) (eV) = -8.52 / -8.52
- orbital gap (spin up / spin down) (eV) = 8.21 / 8.21

Last column: natural (NBO) charge in e.
Atoms and positions in Å:
C  1.875  1.072  -0.194  -0.25
C  0.609  1.370  0.011  0.05
C  0.279  -1.118  0.231  -0.41
C  1.020  0.138  0.725  -0.33
C  -1.217  0.705  -0.915  -0.40
C  -0.941  -0.688  -0.661  -0.48
P  -2.272  0.137  0.370  0.46
H  2.864  1.385  -0.405  0.23
H  0.848  -1.779  -0.284  0.22
H  -0.039  -1.701  1.084  0.22
H  1.128  0.293  1.850  0.19
H  -1.466  1.272  -1.875  0.26
H  -1.325  -1.277  -1.518  0.25
H  -1.363  0.191  1.581  -0.01

## Q
Below is the molecule C6H7P, with properties calculated with ωB97M-V/def2-TZVPD.

## Properties
- net charge = 0
- SMILES = C=C1C=PC(=C)C1
- spin multiplicity = 1
- HOMO energy (eV) = -8.12
- orbital gap (eV) = 7.86

Last column: natural (NBO) charge in e.
Atoms and positions in Å:
C  1.966  -1.224  0.026  -0.37
C  0.667  -0.905  0.057  -0.08
C  -0.378  -1.904  -0.021  -0.61
P  -1.977  -1.420  -0.039  0.69
C  -1.627  0.360  0.038  -0.33
C  -2.572  1.333  0.018  -0.40
C  0.238  0.524  -0.038  -0.40
H  2.754  -0.417  -0.208  0.18
H  2.468  -2.085  0.340  0.20
H  -0.178  -2.966  -0.242  0.24
H  -3.670  1.238  0.075  0.21
H  -2.274  2.393  -0.109  0.20
H  0.671  1.176  0.776  0.23
H  0.603  0.892  -0.916  0.22

Last place for stability: P

## P
Below is the molecule C2HClF2S, with properties calculated with ωB97M-V/def2-TZVPD.

## Properties
- net charge = 0
- SMILES = FC(F)C(=S)Cl
- spin multiplicity = 1
- HOMO energy (eV) = -9.45
- orbital gap (eV) = 8.55

Last column: natural (NBO) charge in e.
Atoms and positions in Å:
F  -1.493  -0.854  -0.617  -0.30
C  -0.685  -0.388  0.257  0.60
F  -1.336  0.470  0.981  -0.32
C  0.794  0.467  -0.443  -0.29
S  1.371  0.062  -1.899  0.15
Cl  1.586  1.395  0.847  0.03
H  -0.237  -1.151  0.874  0.13

## Q
Below is a cluster of 2 separate species, C2HClF2S in total, with properties calculated with ωB97M-V/def2-TZVPD.

## Properties
- net charge = 0
- SMILES = FC(F)=C=S.Cl
- spin multiplicity = 1
- HOMO energy (spin up / spin down) (eV) = -9.02 / -9.02
- orbital gap (spin up / spin down) (eV) = 6.81 / 6.81

Last column: natural (NBO) charge in e.
Atoms and positions in Å:
F  -2.145  0.037  -0.670  -0.29
C  -1.078  0.559  -1.337  0.68
F  -1.251  0.509  -2.693  -0.29
C  0.042  1.097  -0.829  -0.43
S  1.574  1.196  -1.079  0.32
Cl  -1.105  1.812  1.513  -0.21
H  -0.252  1.731  0.591  0.23

Last place for stability: Q

## P
Below is a cluster of 6 separate species, C10H34BO10 in total, with properties calculated with ωB97M-V/def2-TZVPD.

## Properties
- net charge = -1
- spin multiplicity = 1
- HOMO energy (eV) = -6.67
- orbital gap (eV) = 9.73

Last column: natural (NBO) charge in e.
Atoms and positions in Å:
B  -0.086  -0.985  -0.039  -0.85
H  0.576  -0.229  0.355  0.03
H  0.291  -1.966  0.204  0.00
H  -1.048  -0.785  0.408  -0.02
H  -0.110  -0.946  -1.117  -0.06
C  -2.586  -3.046  -1.958  -0.10
C  -1.722  -3.916  -1.069  -0.11
O  -1.879  -3.551  0.288  -0.76
O  -1.888  -1.914  -2.392  -0.76
H  -3.483  -2.826  -1.377  0.17
H  -2.670  -3.537  -2.928  0.17
H  -0.642  -3.795  -1.152  0.19
H  -2.042  -4.929  -1.316  0.16
H  -1.375  -2.748  0.443  0.51
H  -1.377  -1.653  -1.623  0.50
C  2.495  2.938  2.120  -0.09
C  2.179  3.666  0.811  -0.11
O  0.831  4.162  0.864  -0.76
O  2.204  1.547  2.174  -0.72
H  1.954  3.474  2.900  0.16
H  3.552  2.982  2.381  0.16
H  2.310  2.957  -0.006  0.19
H  2.859  4.441  0.457  0.18
H  0.168  3.468  0.869  0.49
H  1.281  1.483  1.919  0.49
C  -2.110  1.542  1.795  -0.09
C  -2.185  1.248  3.290  -0.07
O  -1.713  -0.070  3.544  -0.75
O  -0.834  1.418  1.246  -0.82
H  -2.463  2.574  1.817  0.16
H  -2.778  0.847  1.287  0.17
H  -3.241  1.319  3.552  0.16
H  -1.654  1.962  3.920  0.16
H  -1.022  -0.427  2.981  0.49
H  -0.709  0.530  0.904  0.54
C  -0.640  1.884  -2.678  -0.10
C  -1.967  2.244  -1.928  -0.09
O  -2.958  2.263  -2.938  -0.74
O  0.382  1.361  -1.786  -0.74
H  -0.075  2.719  -3.092  0.17
H  -0.801  1.292  -3.579  0.16
H  -1.736  3.094  -1.286  0.19
H  -2.387  1.477  -1.277  0.17
H  -3.060  1.348  -3.208  0.47
H  0.115  0.438  -1.797  0.49
C  2.797  -2.988  -0.797  -0.07
C  3.904  -2.379  0.201  -0.09
O  3.397  -1.508  1.217  -0.73
O  2.168  -2.081  -1.611  -0.75
H  2.014  -3.325  -0.117  0.17
H  3.218  -3.858  -1.301  0.16
H  4.666  -1.872  -0.391  0.15
H  4.533  -3.094  0.733  0.15
H  3.880  -0.680  1.280  0.48
H  1.467  -1.573  -1.197  0.53

## Q
Below is a cluster of 6 separate species, C10H34BO10 in total, with properties calculated with ωB97M-V/def2-TZVPD.

## Properties
- net charge = -1
- spin multiplicity = 1
- HOMO energy (eV) = -7.02
- orbital gap (eV) = 9.80

Last column: natural (NBO) charge in e.
Atoms and positions in Å:
B  -0.025  0.159  0.178  -0.77
H  0.492  0.770  -0.646  -0.01
H  0.810  0.015  0.951  -0.05
H  -0.877  0.728  0.686  -0.03
H  -0.443  -0.860  -0.155  -0.04
C  0.374  -2.154  -2.807  -0.10
C  0.498  -3.289  -1.811  -0.09
O  1.712  -4.050  -1.953  -0.74
O  1.225  -1.074  -2.380  -0.76
H  -0.620  -1.699  -2.734  0.17
H  0.644  -2.433  -3.824  0.18
H  -0.280  -4.059  -1.888  0.16
H  0.356  -2.980  -0.775  0.18
H  2.269  -3.958  -1.178  0.48
H  0.737  -0.689  -1.627  0.51
C  -2.811  -2.279  2.599  -0.08
C  -2.703  -2.332  1.104  -0.11
O  -2.833  -0.985  0.640  -0.78
O  -4.044  -1.844  3.149  -0.72
H  -1.994  -1.728  3.075  0.17
H  -2.669  -3.307  2.958  0.16
H  -3.485  -2.919  0.605  0.17
H  -1.844  -2.936  0.790  0.18
H  -1.925  -0.753  0.346  0.52
H  -4.243  -1.018  2.686  0.47
C  0.287  3.334  -3.671  -0.10
C  -0.723  2.945  -2.588  -0.09
O  -1.903  2.560  -3.290  -0.76
O  -0.315  3.960  -4.795  -0.73
H  0.745  2.403  -4.037  0.15
H  1.203  3.734  -3.231  0.19
H  -0.846  3.760  -1.873  0.17
H  -0.321  2.075  -2.070  0.20
H  -2.742  2.756  -2.875  0.48
H  -1.163  3.505  -4.876  0.48
C  3.669  -0.160  1.088  -0.10
C  3.536  -1.720  0.880  -0.09
O  2.376  -2.265  1.463  -0.76
O  3.098  0.606  0.049  -0.75
H  4.749  0.020  1.149  0.17
H  3.413  0.129  2.115  0.16
H  4.397  -2.310  1.202  0.16
H  3.506  -1.931  -0.197  0.17
H  1.588  -1.721  1.352  0.49
H  2.117  0.503  0.088  0.52
C  -0.478  1.965  3.355  -0.10
C  -1.093  2.982  2.387  -0.09
O  -0.343  2.996  1.185  -0.77
O  0.927  2.080  3.511  -0.72
H  -0.696  0.971  2.945  0.17
H  -0.905  1.859  4.357  0.17
H  -1.051  4.010  2.754  0.17
H  -2.159  2.805  2.208  0.16
H  -0.449  2.126  0.736  0.51
H  1.256  1.694  2.689  0.48

Last place for stability: P

## P
Below is a structure of composition C37H41CaClNO6P2S3Se, with properties calculated with ωB97M-V/def2-TZVPD.

## Properties
- net charge = -1
- spin multiplicity = 1
- HOMO energy (eV) = -4.29
- orbital gap (eV) = 6.19

Last column: Mulliken charge in e.
Atoms and positions in Å:
Ca  0.037  -0.093  0.605  1.54
C  -2.272  3.702  -4.201  -0.63
C  -2.342  3.882  -2.678  -1.03
S  -1.811  2.536  -1.622  0.31
C  -3.049  1.272  -1.926  -0.57
C  -2.921  0.443  -3.210  -1.25
S  -1.240  -0.175  -3.460  0.37
C  -0.877  0.180  -5.192  -0.77
C  -1.288  1.543  -5.754  -1.12
S  -0.722  3.019  -4.868  -0.09
H  -2.423  4.677  -4.668  0.51
H  -3.080  3.055  -4.539  0.29
H  -3.367  4.165  -2.422  0.40
H  -1.696  4.710  -2.376  0.38
H  -4.041  1.728  -1.879  0.63
H  -2.966  0.620  -1.053  -0.21
H  -3.208  1.027  -4.081  0.38
H  -3.602  -0.409  -3.147  0.63
H  -1.316  -0.588  -5.835  0.38
H  0.207  0.065  -5.249  0.31
H  -2.371  1.611  -5.852  0.52
H  -0.888  1.605  -6.768  0.50
Cl  3.259  -1.615  0.719  -0.13
C  3.329  -3.169  -0.061  0.93
C  4.335  -4.030  0.361  -0.69
C  4.476  -5.262  -0.251  -0.56
C  3.621  -5.629  -1.283  -0.80
C  2.612  -4.767  -1.673  -0.28
C  2.429  -3.523  -1.063  -0.86
P  1.008  -2.450  -1.521  1.53
C  -0.412  -3.436  -0.898  0.73
C  -0.297  -4.628  -0.186  -0.49
C  -1.429  -5.272  0.295  -0.58
C  -2.687  -4.733  0.071  -0.76
C  -2.812  -3.545  -0.631  -0.42
C  -1.683  -2.903  -1.111  -0.28
C  0.951  -2.755  -3.327  -0.03
C  0.026  -3.572  -3.964  0.11
C  0.068  -3.736  -5.343  -0.68
C  1.033  -3.088  -6.098  -0.47
C  1.958  -2.263  -5.470  -0.53
C  1.912  -2.096  -4.095  -0.52
H  4.994  -3.721  1.160  0.48
H  5.258  -5.935  0.079  0.38
H  3.738  -6.585  -1.775  0.42
H  1.939  -5.060  -2.470  0.44
H  0.676  -5.051  0.021  0.33
H  -1.322  -6.191  0.858  0.39
H  -3.567  -5.222  0.469  0.36
H  -3.786  -3.098  -0.783  0.43
H  -1.798  -1.962  -1.635  -0.20
H  -0.737  -4.078  -3.386  0.42
H  -0.660  -4.377  -5.826  0.41
H  1.069  -3.226  -7.171  0.36
H  2.713  -1.745  -6.048  0.42
H  2.630  -1.442  -3.613  0.11
O  0.531  3.070  3.065  -0.78
C  0.191  2.055  2.482  0.41
O  0.080  1.924  1.204  -0.43
C  -0.085  0.727  3.336  1.51
C  0.242  0.983  4.759  -1.30
C  0.744  0.016  5.528  -1.07
C  1.019  -1.293  4.982  1.16
C  1.460  -2.367  5.758  -0.74
C  1.742  -3.597  5.198  -0.76
C  1.553  -3.764  3.820  -0.74
C  1.118  -2.715  3.042  -0.10
C  0.869  -1.439  3.589  -1.03
N  0.527  -0.403  2.764  -0.16
H  0.045  1.978  5.129  0.43
H  0.971  0.205  6.573  0.36
H  1.568  -2.218  6.828  0.36
H  2.077  -4.422  5.814  0.35
H  1.738  -4.728  3.359  0.44
H  0.926  -2.878  1.986  0.73
C  1.818  2.771  -1.755  -1.30
P  2.424  1.397  -0.703  1.44
C  3.237  2.365  0.622  -1.48
C  3.903  0.910  -1.685  -1.17
H  2.620  3.488  -1.951  0.53
H  1.004  3.269  -1.232  0.19
H  1.419  2.396  -2.698  0.24
H  4.024  3.001  0.207  0.42
H  3.674  1.699  1.368  0.31
H  2.489  2.978  1.127  0.38
H  4.398  1.792  -2.099  0.47
H  3.625  0.252  -2.511  0.12
H  4.611  0.371  -1.055  0.34
O  -4.093  -0.460  2.588  -0.77
Se  -2.781  0.309  2.035  1.10
O  -1.683  0.483  3.391  -0.48
O  -1.996  -0.687  0.895  -0.76
O  -3.038  1.766  1.371  -0.63

## Q
Below is a structure of composition C37H41CaClNO6P2S3Se, with properties calculated with ωB97M-V/def2-TZVPD.

## Properties
- net charge = -1
- spin multiplicity = 1
- HOMO energy (eV) = -5.56
- orbital gap (eV) = 7.75

Last column: Mulliken charge in e.
Atoms and positions in Å:
Ca  1.636  0.781  -0.483  0.85
C  0.207  0.953  5.268  -0.86
C  -0.196  -0.062  4.195  -0.79
S  -0.260  0.475  2.471  0.27
C  -1.674  1.602  2.466  -0.69
C  -1.422  3.026  2.950  -0.89
S  -0.140  3.996  2.107  -0.15
C  1.416  3.359  2.812  0.39
C  1.488  3.356  4.341  -0.98
S  1.840  1.733  5.102  -0.11
H  0.263  0.428  6.224  0.47
H  -0.536  1.743  5.368  0.31
H  -1.176  -0.476  4.451  0.24
H  0.531  -0.876  4.168  0.42
H  -2.474  1.152  3.068  0.58
H  -1.996  1.611  1.425  0.16
H  -1.188  3.054  4.013  0.17
H  -2.332  3.611  2.796  0.49
H  2.169  4.024  2.387  0.58
H  1.610  2.375  2.422  -0.40
H  0.591  3.758  4.812  0.45
H  2.329  3.963  4.676  0.31
Cl  1.825  -2.166  -0.065  0.20
C  0.978  -3.698  -0.034  0.42
C  1.770  -4.809  -0.300  -0.65
C  1.217  -6.075  -0.288  -0.53
C  -0.133  -6.238  -0.007  -0.85
C  -0.915  -5.126  0.252  0.09
C  -0.387  -3.833  0.247  -0.64
P  -1.404  -2.323  0.592  1.57
C  -2.311  -2.852  2.102  0.02
C  -3.528  -2.228  2.394  -0.53
C  -4.197  -2.496  3.579  -0.75
C  -3.650  -3.371  4.510  -0.45
C  -2.424  -3.966  4.249  -0.66
C  -1.755  -3.702  3.058  -0.63
C  -2.705  -2.546  -0.710  0.17
C  -3.787  -3.426  -0.661  -0.13
C  -4.660  -3.532  -1.736  -0.77
C  -4.483  -2.740  -2.864  -0.50
C  -3.434  -1.833  -2.910  -0.85
C  -2.553  -1.740  -1.839  -0.20
H  2.822  -4.668  -0.519  0.51
H  1.840  -6.936  -0.499  0.36
H  -0.573  -7.228  0.010  0.41
H  -1.967  -5.256  0.472  0.25
H  -3.953  -1.530  1.679  0.52
H  -5.146  -2.015  3.784  0.40
H  -4.177  -3.589  5.430  0.38
H  -1.981  -4.637  4.976  0.41
H  -0.795  -4.169  2.868  0.43
H  -3.959  -4.028  0.223  0.33
H  -5.486  -4.233  -1.689  0.39
H  -5.166  -2.827  -3.702  0.37
H  -3.310  -1.190  -3.773  0.46
H  -1.744  -1.015  -1.848  0.21
O  -2.258  2.119  -0.878  -0.81
C  -1.051  1.901  -1.004  0.46
O  -0.426  0.820  -0.750  0.41
C  -0.175  3.031  -1.556  0.12
C  -0.788  4.185  -2.088  -0.97
C  -0.009  5.141  -2.658  -1.10
C  1.395  4.971  -2.699  1.31
C  2.264  5.911  -3.302  -0.84
C  3.613  5.706  -3.300  -0.55
C  4.156  4.553  -2.692  -0.89
C  3.346  3.625  -2.101  -0.56
C  1.940  3.810  -2.105  -0.57
N  1.130  2.848  -1.544  1.09
H  -1.865  4.262  -2.016  0.58
H  -0.443  6.040  -3.082  0.38
H  1.835  6.796  -3.761  0.38
H  4.272  6.430  -3.763  0.37
H  5.229  4.406  -2.679  0.47
H  3.756  2.745  -1.621  0.65
C  1.311  -1.866  -3.750  -1.38
P  1.691  -0.150  -3.198  1.40
C  0.698  0.803  -4.425  -1.32
C  3.352  0.038  -3.955  -1.45
H  1.533  -1.996  -4.812  0.45
H  0.261  -2.097  -3.568  0.30
H  1.916  -2.565  -3.168  0.27
H  0.745  0.365  -5.426  0.47
H  1.085  1.825  -4.459  0.28
H  -0.347  0.852  -4.104  0.25
H  3.388  -0.413  -4.950  0.46
H  4.084  -0.432  -3.297  0.33
H  3.601  1.099  -4.016  0.28
O  5.101  -0.429  1.095  -0.75
Se  4.109  0.735  0.583  1.21
O  3.657  0.462  -1.010  -0.65
O  2.627  0.667  1.345  -0.95
O  4.708  2.240  0.696  -0.73

Last place for stability: P